35
Properties=species:S:1:pos:R:3:forces:R:3 method="wB97M-V/def2-TZVPD" total_charge=+1 molar_mass_g_mol=448.43 multiplicity=1 e_homo_ev=-10.97 lumo_ha=-0.15666
Pt -0.798123 0.330147 0.443620 1.2 0.3 -1.0
C 3.386977 1.420620 0.442461 0.0 0.0 -0.2
C 2.021901 0.842457 0.600901 0.0 -0.2 -0.2
N 0.910661 1.479748 0.488043 -0.3 0.3 1.2
N 0.778123 2.796396 0.160787 -0.1 0.0 0.0
C -0.482575 3.286785 0.008370 -0.1 -0.1 0.1
N -0.587737 4.575611 -0.293505 0.0 0.1 0.0
S -1.889957 2.345712 0.218477 0.0 0.0 -0.5
C 1.834821 -0.605514 0.901771 0.0 0.4 0.3
C 2.878079 -1.491959 1.038930 0.1 -0.1 0.1
C 2.598827 -2.818273 1.362358 0.0 0.1 0.0
C 1.287736 -3.209857 1.541482 0.0 0.0 0.1
C 0.277878 -2.273049 1.366911 0.1 0.0 -0.1
N 0.551320 -1.010923 1.059410 0.2 -0.5 -0.5
H 3.374569 2.488420 0.236619 0.0 0.0 0.0
H 3.919355 0.930875 -0.374376 0.0 0.0 0.0
H 3.958393 1.263827 1.357853 0.0 0.0 0.0
H 1.591824 3.360569 -0.036743 0.0 0.0 0.0
H 0.199721 5.201941 -0.326348 0.0 0.0 0.0
H -1.505112 4.960449 -0.451200 0.0 0.0 0.0
H 3.897933 -1.163357 0.901420 0.0 0.0 0.0
H 3.405963 -3.528824 1.475433 0.0 0.0 0.0
H 1.031748 -4.227819 1.795743 0.0 0.0 0.0
H -0.768730 -2.525812 1.453718 0.0 0.0 -0.1
C -3.293288 -1.765557 -0.361195 -0.1 0.0 0.2
C -2.383036 -1.406766 -1.510631 0.3 0.0 -0.2
C -2.976159 -0.310062 -2.376763 0.0 0.1 0.0
O -1.092563 -1.057370 -1.043634 -1.2 -0.2 0.6
H -4.340490 -1.833953 -0.658676 0.0 0.0 0.0
H -3.171590 -0.960183 0.370052 -0.3 0.0 0.2
H -3.005442 -2.703795 0.116446 0.0 0.0 0.0
H -2.236517 -2.301480 -2.130521 0.1 0.0 -0.1
H -3.173536 0.582505 -1.775150 0.0 0.0 0.0
H -3.918425 -0.626893 -2.827522 0.0 0.0 0.0
H -2.282547 -0.044616 -3.174542 0.0 0.0 0.0

=====

40
Properties=species:S:1:pos:R:3:forces:R:3 method="wB97M-V/def2-TZVPD" total_charge=-2 molar_mass_g_mol=698.46 multiplicity=3 s_squared=2.01 e_homo_ev="-1.33 / -1.88" lumo_ha="0.17011 / 0.15545"
Pt 2.746600 1.337345 -0.462769 0.0 0.0 0.0
S -1.155074 2.521345 -3.350147 0.0 0.0 0.0
Sb 0.649896 3.353556 -2.226150 0.0 0.0 0.0
S 0.730172 2.683475 0.057723 0.0 0.0 0.0
S 2.563948 1.862520 -2.633397 -0.1 0.0 0.0
S 1.193615 5.527098 -2.595022 0.0 0.0 0.0
C -1.079909 1.585579 3.746934 0.0 0.0 0.0
C 0.344252 2.030504 3.589907 0.0 -0.1 0.0
C 0.808432 3.230710 4.105286 0.0 0.0 0.0
C 2.147428 3.510626 3.894155 -0.1 0.0 0.0
N 2.952855 2.719816 3.204175 0.0 0.0 0.0
C 2.396459 1.617049 2.683495 0.0 -0.1 0.0
S 3.395327 0.618059 1.621020 0.0 0.0 0.0
N 1.141380 1.216699 2.903312 0.0 0.0 0.0
H -1.646597 2.265419 4.383595 0.0 0.0 0.0
H -1.110670 0.580014 4.168203 0.0 0.0 0.0
H -1.551200 1.542474 2.764312 0.0 0.0 0.0
H 0.160459 3.912539 4.639127 0.0 0.0 0.0
H 2.592843 4.418202 4.292811 0.0 0.0 0.0
C -0.389781 -1.435335 0.843110 0.0 0.0 0.0
N -0.529101 -1.760300 -0.562805 0.1 0.0 0.0
C -0.566975 -0.628740 -1.485207 -0.1 0.1 0.0
C -0.143025 -1.066080 -2.864729 0.0 0.0 0.0
C -1.018464 -2.222224 -3.290964 0.0 0.0 0.0
N -1.024249 -3.269944 -2.282492 0.0 0.0 0.0
C -1.644656 -4.508399 -2.673875 0.0 0.0 0.0
C -0.885894 -3.018212 -0.922780 -0.1 0.0 0.1
O -1.060603 -3.924350 -0.100015 0.0 0.0 -0.1
H 0.455377 -0.762768 0.983920 0.0 0.1 0.0
H -0.232367 -2.346737 1.410816 0.0 0.0 0.0
H -1.290974 -0.933815 1.217151 0.0 0.0 0.0
H 0.086512 0.161266 -1.113205 0.0 -0.1 0.1
H -1.575878 -0.197158 -1.513457 0.0 0.0 0.0
H 0.907126 -1.368948 -2.841795 0.0 0.0 0.0
H -0.241957 -0.223524 -3.548625 0.0 0.0 0.0
H -0.664194 -2.663006 -4.228631 0.0 0.0 0.0
H -2.043689 -1.863767 -3.472332 0.0 0.0 0.0
H -1.156290 -4.897189 -3.572549 0.0 0.0 0.0
H -2.712934 -4.377359 -2.902237 0.0 0.0 0.0
H -1.548218 -5.226435 -1.865886 0.0 0.0 0.0

=====

32
Properties=species:S:1:pos:R:3:forces:R:3 method="wB97M-V/def2-TZVPD" total_charge=0 molar_mass_g_mol=211.26 multiplicity=1 smiles=CC(C)NC[C@@H](O)c1ccc(O)c(O)c1 e_homo_ev=-8.07 lumo_ha=0.02202
C -2.902264 -1.292885 -0.813210 0.0 0.1 0.3
H -3.694528 -2.033120 -0.892321 0.0 -0.1 0.0
H -2.952612 -0.630209 -1.673191 0.0 0.1 -0.1
C -3.068898 -0.488803 0.474727 -0.3 -0.1 -0.2
N -2.118416 0.616515 0.513666 -0.2 0.2 0.4
H -2.414390 1.276922 1.222471 0.1 -0.1 -0.1
C -0.717790 0.269242 0.701366 0.1 0.1 -0.4
H -0.257366 0.973858 1.398778 0.0 0.0 0.0
C 0.038785 0.397330 -0.647549 -0.1 -0.3 0.3
C 1.522735 0.408197 -0.389599 -0.1 0.0 -0.2
C 2.182366 1.593439 -0.105535 -0.1 0.0 0.0
C 3.537050 1.599012 0.173022 0.2 -0.2 0.1
C 4.255618 0.414385 0.181035 -0.3 -0.3 -0.1
C 3.592043 -0.785240 -0.105211 0.0 0.2 0.1
C 2.239572 -0.782467 -0.387583 0.1 0.1 0.0
H 1.740913 -1.716832 -0.612936 -0.1 -0.1 -0.1
O 4.351270 -1.934759 -0.089628 0.0 0.2 0.0
H 3.794275 -2.683953 -0.324620 0.1 0.0 0.0
O 5.585885 0.416140 0.459745 0.1 -0.1 0.0
H 5.899086 -0.496998 0.404178 0.0 0.1 0.0
H 4.059304 2.517097 0.388421 0.1 0.1 0.0
H 1.627186 2.517109 -0.124428 -0.1 0.1 0.0
O -0.366355 1.578390 -1.291622 0.1 0.2 -0.1
H -1.305552 1.681647 -1.066635 0.0 -0.1 0.0
H -0.209576 -0.465879 -1.286262 0.1 0.1 0.1
H -0.587720 -0.743317 1.104324 0.0 0.0 0.0
C -4.479975 0.087795 0.556545 0.3 -0.2 0.1
H -4.622749 0.631631 1.488509 -0.1 0.1 0.1
H -5.216741 -0.709511 0.509693 -0.1 -0.1 0.0
H -4.648656 0.770193 -0.272849 0.0 0.1 -0.1
H -2.913702 -1.171435 1.333224 0.0 0.1 -0.1
H -1.948803 -1.813486 -0.826521 0.1 -0.1 -0.1

=====

34
Properties=species:S:1:pos:R:3:forces:R:3 method="wB97M-V/def2-TZVPD" total_charge=+1 molar_mass_g_mol=258.23 multiplicity=1 smiles="CCOCCc1cc(C(=O)O)c(P(C)O)c[nH+]1" e_homo_ev=-12.05 lumo_ha=-0.20227
C -2.914926 -3.261868 0.357731 0.7 0.2 0.6
C -2.479100 -1.733009 -0.042790 -1.7 0.3 1.2
O -1.985087 -1.563174 -1.417952 1.2 -1.7 1.4
C -0.952618 -2.549950 -1.770509 0.7 0.1 -1.1
C 0.223342 -1.717481 -2.612055 -0.6 1.1 0.2
C 0.703407 -0.490192 -1.621923 0.9 0.5 2.0
C 1.118957 -0.867050 -0.049969 0.1 5.2 -1.6
C 1.558740 0.429423 0.898025 -1.0 -0.6 -2.9
C 1.989748 0.092145 2.444481 4.7 1.5 3.8
O 3.042988 0.617469 3.097253 -7.5 -3.3 -5.1
O 1.147612 -0.931108 3.148957 2.8 0.9 -3.4
C 1.554947 1.955724 0.299654 -2.3 -3.9 -2.9
P 1.985236 3.526243 1.297344 0.2 1.0 1.1
C 0.639145 4.818688 0.737813 -1.7 -0.9 0.3
O 1.704266 3.345375 3.006381 -1.8 -1.0 -2.8
C 1.138182 2.112223 -1.310892 0.1 -2.7 2.4
N 0.745724 0.926491 -2.169266 1.3 -0.6 4.6
H -2.045996 -3.681383 1.060265 -2.0 0.5 -1.7
H -3.080113 -3.934524 -0.588514 0.3 1.3 1.9
H -3.882174 -3.249509 1.019501 1.8 0.0 -1.4
H -3.452606 -1.049965 0.049124 2.3 -1.4 -0.5
H -1.738020 -1.329449 0.783433 -1.1 -0.7 -1.9
H -0.413021 -3.052929 -0.861573 -1.3 0.9 -1.5
H -1.416054 -3.391521 -2.471844 1.1 1.8 1.5
H -0.229199 -1.221625 -3.595764 0.9 -1.1 2.2
H 1.122863 -2.392293 -2.937906 -1.6 1.3 0.9
H 1.079868 -1.981308 0.370747 0.1 2.8 -1.3
H 1.454189 -1.797710 2.702218 -0.8 1.7 1.2
H 0.340117 4.658191 -0.393461 0.7 0.5 2.3
H 0.947337 5.924433 0.967196 -0.4 -2.3 -0.5
H -0.325618 4.537224 1.379700 1.9 0.8 -1.4
H 0.788892 2.967272 3.200476 1.5 0.8 -0.2
H 1.133172 3.180961 -1.792188 0.0 -2.5 0.8
H 0.495801 1.104187 -3.183695 0.4 -0.5 1.7

=====

29
Properties=species:S:1:pos:R:3:forces:R:3 method="wB97M-V/def2-TZVPD" total_charge=0 molar_mass_g_mol=180.23 multiplicity=1 smiles="CC1=C[C@@H]2C(C)=C(C)P1C2(C)C" e_homo_ev=-8.22 lumo_ha=0.03211
C 0.986170 0.248204 -1.356120 -0.8 1.0 2.6
C -0.559641 -1.149939 -0.230628 0.1 -0.3 2.2
C 0.230798 1.346891 -1.333579 0.6 0.0 1.1
C -1.535977 -0.328614 0.048019 -0.6 2.8 0.0
C 0.832819 -0.499617 -0.045164 1.7 -2.4 -0.4
C 0.905752 0.478903 1.128437 -2.1 -0.1 -1.4
C -0.568779 -2.613947 -0.518582 1.0 -0.3 1.3
C 0.089756 2.253736 -2.468212 -2.4 -0.8 -1.5
C -3.080680 -0.424417 0.080430 3.3 -2.3 1.7
C 2.298957 1.088032 1.227576 -1.3 1.4 1.5
C 0.501328 -0.224665 2.426984 -2.1 2.8 0.9
P -0.629711 1.551375 0.387904 0.8 -2.7 -1.1
H 1.588373 -0.141234 -2.107030 0.9 -0.4 -1.6
H 1.669216 -1.305106 0.189858 -1.5 1.2 -0.9
H -0.051820 -2.582843 -1.471306 0.3 -1.2 -0.3
H -1.507795 -3.178566 -0.557037 0.0 0.6 -0.2
H 0.056655 -3.112757 0.317187 -0.7 0.6 -1.6
H -0.998756 2.229484 -2.817919 1.2 -0.1 0.2
H 0.699347 1.908154 -3.301473 0.1 0.2 -0.1
H 0.213645 3.280292 -2.280587 0.7 1.4 0.5
H -3.341037 -1.365240 -0.400143 -0.3 0.2 -0.5
H -3.440946 0.444484 -0.403430 -1.1 0.7 0.2
H -3.223557 -0.672349 1.176490 -0.9 1.2 -1.1
H 2.995055 0.261455 1.410189 0.2 0.5 0.1
H 2.189053 1.806488 2.090538 0.8 -0.9 -0.4
H 2.604953 1.761406 0.431874 0.0 -0.5 -0.5
H 1.037126 -1.103924 2.603577 1.0 -1.5 0.2
H -0.609803 -0.438454 2.476976 1.3 0.0 -0.3
H 0.649501 0.482769 3.295172 0.1 -0.7 -0.8

=====

29
Properties=species:S:1:pos:R:3:forces:R:3 method="wB97M-V/def2-TZVPD" total_charge=0 molar_mass_g_mol=150.27 multiplicity=1 smiles=Cc1ccccc1.CC(C)C e_homo_ev=-9.03 lumo_ha=0.03283
C -1.090366 1.784278 -0.126789 1.2 1.0 -0.2
C -0.339080 3.109988 -0.447848 -0.8 -0.5 -1.0
C -2.148082 2.127225 0.928417 -0.3 -0.5 0.9
C -1.761238 1.051367 -1.280406 -1.0 0.3 0.2
H -0.212412 1.192146 0.183861 -1.0 -0.3 0.5
H 0.361472 3.331842 0.344003 0.2 0.1 0.2
H -3.171762 2.092047 0.541951 0.2 0.3 -0.4
H -2.236393 1.430987 1.761618 0.4 -0.3 0.1
H -2.005950 3.104812 1.396507 0.1 0.0 -0.2
H -2.615885 1.653156 -1.631151 0.4 0.0 -0.3
H -1.150876 0.720573 -2.122864 0.2 0.2 0.2
H -1.032334 3.938954 -0.553260 -0.1 0.2 0.0
H 0.199085 3.024745 -1.390345 0.2 0.0 0.0
H -2.264485 0.179909 -0.854350 0.2 -0.3 -0.1
C -0.922542 -2.525666 1.146391 -2.1 -0.2 0.4
C 0.784273 -0.767841 1.178144 -0.4 -0.2 -0.2
C 0.155334 -1.789798 0.462722 2.0 -0.3 -0.5
C 1.949629 -0.174643 0.710927 -0.1 0.4 0.2
C 2.419632 -0.463386 -0.556664 -0.2 -0.7 0.1
C 0.715718 -2.161244 -0.777780 -1.2 0.3 1.0
C 1.758458 -1.426440 -1.310660 0.6 -0.4 -0.4
H 0.283610 -0.460608 2.093173 0.5 0.1 0.1
H 2.486035 0.530768 1.333949 -0.1 0.1 0.0
H -1.683843 -1.771916 1.377120 -0.1 -0.1 0.4
H -0.689874 -3.039305 2.081872 0.6 0.4 0.1
H 3.355039 -0.078314 -0.929894 0.0 0.4 0.0
H 0.236219 -3.023904 -1.224252 0.3 0.1 -0.6
H 2.185286 -1.666873 -2.281755 -0.2 -0.1 0.1
H -1.515456 -3.291476 0.634825 0.6 0.2 -0.8

=====

29
Properties=species:S:1:pos:R:3:forces:R:3 method="wB97M-V/def2-TZVPD" total_charge=0 molar_mass_g_mol=150.27 multiplicity=1 smiles=Cc1ccccc1.CC(C)C e_homo_ev=-8.93 lumo_ha=0.03101
C 3.290976 -1.683100 -1.104572 0.7 0.8 0.8
C 0.711268 -1.662099 1.678088 -0.2 0.4 -1.2
C 1.444863 -2.023985 0.541401 0.9 0.4 0.4
C 1.080344 -0.539174 2.387674 0.2 0.7 0.2
C 2.528184 -1.252692 0.126785 -0.7 0.7 -0.3
C 2.194835 0.233429 2.011082 -1.1 -0.5 -0.4
C 2.750595 -0.030606 0.780871 1.2 -0.3 0.2
H -0.251933 -2.114822 1.840352 0.0 -0.3 0.4
H 1.231726 -2.853660 -0.109499 -0.4 -0.5 0.3
H 0.390836 -0.109711 3.098226 0.2 -0.3 0.6
H 2.564936 1.071263 2.584586 -0.4 0.2 0.0
H 3.386255 -2.767096 -1.048237 -0.4 0.0 -0.8
H 4.320015 -1.316269 -1.082047 0.0 0.1 0.3
H 3.418619 0.735119 0.397652 0.4 -0.4 -0.2
H 2.882040 -1.199923 -1.992167 -0.3 -0.8 -0.3
C -2.051146 0.882728 -0.615357 1.4 0.7 -0.4
C -3.286543 0.429815 0.132589 -0.5 -0.3 0.7
C -2.149271 0.791427 -2.127197 -0.6 -1.3 -0.6
C -1.548176 2.321012 -0.260830 -0.7 -1.4 0.7
H -1.227608 0.229662 -0.286115 -0.2 -0.1 -0.1
H -3.397462 -0.654838 0.200714 0.4 -0.2 -0.3
H -4.286759 0.715605 -0.237492 0.6 0.6 0.0
H -3.023487 1.319950 -2.513937 0.0 0.2 0.1
H -1.286519 1.146295 -2.687719 0.2 0.2 0.3
H -2.289214 -0.266334 -2.435802 0.0 0.4 0.1
H -1.538827 2.396370 0.835468 -0.3 0.5 -0.2
H -0.504668 2.425102 -0.536604 0.0 0.2 -0.5
H -2.211313 3.035553 -0.751669 0.3 0.3 0.3
H -3.142574 0.740974 1.173749 -0.5 0.1 -0.1

=====

29
Properties=species:S:1:pos:R:3:forces:R:3 method="wB97M-V/def2-TZVPD" total_charge=0 molar_mass_g_mol=150.27 multiplicity=1 smiles=CCc1ccccc1.CCC e_homo_ev=-9.02 lumo_ha=0.03632
C 1.569913 -1.244892 -3.010848 -0.8 0.3 0.5
C 0.046595 -0.965695 -3.094390 0.2 0.4 -0.1
C 2.256773 -0.213891 -2.094737 0.5 -1.1 0.7
H 1.979758 -1.274636 -4.018585 0.1 0.1 0.0
H 1.664959 -2.239780 -2.573109 0.4 0.0 -0.2
H -0.584388 -1.509758 -2.388399 0.3 -0.3 0.0
H -0.170033 0.087632 -2.889245 0.1 0.0 -0.2
H 3.288475 0.066376 -2.320808 -0.3 0.4 -0.7
H 2.434719 -0.713219 -1.147203 -0.3 0.0 0.5
H -0.289953 -1.178319 -4.099627 -0.4 -0.1 -0.2
H 1.596582 0.609108 -1.847728 0.3 0.4 -0.3
C -1.907518 -0.741120 2.058173 -0.2 -0.8 -0.8
C -3.210354 -0.321450 1.386092 -0.6 0.2 0.3
C -0.718739 0.147659 1.788727 -0.4 0.2 0.5
C 0.230012 0.316517 2.794336 0.2 0.1 0.4
C -0.577591 0.859706 0.607260 0.0 0.3 0.0
C 1.267426 1.218377 2.650460 0.4 -0.1 -1.0
C 0.496170 1.722523 0.431401 0.1 0.0 -0.2
C 1.421859 1.881323 1.431472 0.3 0.2 0.9
H -2.130438 -0.875676 3.115142 0.4 0.3 0.2
H -1.654896 -1.752143 1.700692 0.0 0.1 0.1
H -4.029976 -0.960870 1.704646 0.0 -0.4 0.1
H 0.139284 -0.252773 3.712947 -0.1 0.0 0.0
H -1.325841 0.813660 -0.164209 -0.2 -0.2 -0.2
H 2.053405 1.384836 3.369230 -0.2 -0.2 0.5
H 0.642244 2.289949 -0.477078 -0.3 -0.1 -0.2
H 2.274489 2.546595 1.339394 -0.2 0.0 -0.3
H -3.228170 -0.361833 0.296712 0.3 0.2 0.0
H -3.534764 0.661795 1.739281 0.3 0.2 -0.3